# 1
Density functional theory data (wB97M-V/def2-TZVPD) for an isolated ion of composition C9H17N2 and charge +1.

Cartesian coordinates (Å):
C (1.224254, 2.578776, -1.548079)
C (-0.173117, 2.836433, -1.385432)
C (-0.777299, 2.876967, -0.185139)
N (-0.165779, 2.720635, 1.003997)
C (0.501364, 1.787041, 1.439581)
N (0.727192, 0.371121, 1.064061)
C (-0.008230, -0.239018, 0.146863)
C (-0.177771, -1.698913, 0.203721)
C (0.027996, -2.376225, -1.199820)
C (-1.795777, -1.680535, 0.538496)
C (0.592780, -2.363462, 1.364245)
H (1.621547, 2.934739, -2.565601)
H (1.399063, 1.539254, -1.581061)
H (1.724167, 2.921757, -0.720864)
H (-0.785755, 3.000750, -2.238125)
H (-1.828966, 3.166808, -0.148666)
H (0.973144, 1.834893, 2.465040)
H (1.330542, -0.134680, 1.693641)
H (-0.500722, 0.340732, -0.636675)
H (1.113369, -2.362920, -1.409218)
H (-0.418196, -1.617001, -1.932538)
H (-0.358916, -3.384628, -0.984032)
H (-2.042544, -1.254253, 1.633809)
H (-2.266480, -1.028348, -0.254844)
H (-2.248952, -2.696865, 0.449070)
H (0.201405, -2.280277, 2.388792)
H (1.716517, -2.331640, 1.175143)
H (0.395165, -3.461139, 1.223634)

Atoms 1-3, force components in eV/Å:
C 0.7 0.1 -3.6
C -1.8 0.1 1.1
C -1.5 0.0 -2.4

## Properties
* spin multiplicity: 1
* charge: +1
* Kohn-Sham gap: 7.49 eV
* SMILES string: C\C=C/N=C\[NH+]=C\C(C)(C)C
* highest occupied orbital energy: -12.46 eV
* ΔE to the lowest compared entry with this formula, charge and spin: 85.3 kcal/mol
* E_LUMO: -0.1823 Eh

# 2
Density functional theory data (wB97M-V/def2-TZVPD) for C9H17N2O as an isolated structure.

Cartesian coordinates (Å):
C (2.886500, 0.257057, 0.434770)
C (2.112474, 1.228973, 1.118460)
C (2.511957, -0.442015, -0.669920)
C (0.832871, 1.336846, 0.672644)
C (1.303193, -0.021406, -1.441032)
C (0.226763, 0.531610, -0.409489)
C (-1.939988, 1.865097, -0.731411)
C (-0.645052, -0.659970, 1.838131)
C (-1.184583, -1.884182, -0.112181)
N (-0.938572, 0.839529, -0.986888)
N (-0.112562, -1.121997, 0.472147)
O (0.714797, -1.046994, -2.183149)
H (3.823132, 0.105021, 0.885452)
H (2.624119, 1.767890, 1.932195)
H (3.022966, -1.247880, -1.076422)
H (0.204974, 1.923633, 1.205180)
H (1.526326, 0.847048, -2.071338)
H (-2.350557, 2.269517, -1.608938)
H (-2.742285, 1.433790, -0.075308)
H (-1.386094, 2.617379, -0.268021)
H (-0.864645, -1.470865, 2.474841)
H (-0.000413, -0.004809, 2.318776)
H (-1.554921, -0.154187, 1.712675)
H (-1.584510, -2.503777, 0.592416)
H (-1.964738, -1.159763, -0.380420)
H (-0.803829, -2.459332, -0.843946)
H (-1.203418, 0.239564, -1.782744)
H (0.748641, -1.680716, 0.625045)
H (1.331402, -1.242665, -2.782506)

Atoms 1-3, force components in eV/Å:
C 0.7 -1.6 -1.5
C -1.5 0.2 -1.5
C -0.7 2.3 1.4

## Properties
* spin multiplicity: 1
* charge: +1
* Kohn-Sham gap: 8.71 eV
* highest occupied orbital energy: -12.64 eV
* ΔE to the lowest compared entry with this formula, charge and spin: 61.4 kcal/mol
* E_LUMO: -0.1442 Eh

# 3
Density functional theory data (wB97M-V/def2-TZVPD) for a 2-piece molecular cluster, C9H17N3O overall.

Cartesian coordinates (Å):
C (1.398977, -2.361199, -0.660677)
C (0.291581, -2.279101, -1.361010)
C (-1.934428, -1.771045, -1.830964)
C (0.867939, 2.420401, -0.504931)
C (-0.472387, 1.718111, -0.378819)
C (-0.338682, 1.018916, 2.255273)
C (1.968403, 1.307804, -0.036963)
C (1.179733, 0.807231, 2.342911)
C (-0.222120, 0.917727, 0.823749)
N (-3.134487, -1.416526, -1.530858)
N (-0.928564, -1.788771, -0.941564)
N (-1.149729, -1.382820, 0.324803)
O (1.149420, 0.498117, 0.937152)
H (2.335451, -2.836961, -0.948626)
H (0.284387, -2.618009, -2.456453)
H (-1.608875, -1.798010, -2.906445)
H (1.017518, 2.611081, -1.488627)
H (1.050921, 3.333225, 0.071718)
H (-1.311424, 2.466922, -0.227363)
H (-0.768489, 1.059764, -1.301504)
H (-0.899402, 0.310638, 2.828198)
H (-0.783849, 1.822793, 2.779766)
H (2.386513, 0.541646, -0.719461)
H (2.796293, 1.753984, 0.621540)
H (1.573862, 1.874098, 2.636823)
H (1.570023, 0.121979, 3.046321)
H (1.298475, -2.064652, 0.385266)
H (-3.924641, -1.344905, -2.208670)
H (-3.442327, -1.482555, -0.515119)
H (-0.250091, -1.439884, 0.964533)

Atoms 1-3, force components in eV/Å:
C -0.2 -0.1 1.5
C 1.9 -1.4 -3.8
C 0.9 1.2 -1.6

## Properties
* spin multiplicity: 1
* charge: +2
* Kohn-Sham gap (alpha / beta): 7.06 / 8.56 eV
* highest occupied orbital energy (alpha / beta): -15.68 / -16.14 eV
* ΔE to the lowest compared entry with this formula, charge and spin: 126.7 kcal/mol
* E_LUMO (alpha / beta): -0.3168 / -0.2787 Eh

# 4
Density functional theory data (wB97M-V/def2-TZVPD) for C9H17N3OP as an isolated structure.

Cartesian coordinates (Å):
C (1.916157, 0.946518, 0.561030)
C (0.059278, -0.116379, 0.655864)
C (-0.425516, 0.522146, -2.846048)
C (0.382063, -3.044513, 1.619985)
C (-0.332068, -1.403254, 3.411699)
C (0.776220, 3.063722, -1.490207)
C (-1.161391, 1.427217, -1.859849)
C (0.740208, -1.780126, 2.393597)
C (-0.290658, 2.197369, -0.913842)
N (2.090544, -0.015437, 1.417182)
N (0.935322, -0.671209, 1.477125)
N (0.663992, 0.903992, 0.054049)
O (-1.481392, 2.011471, 1.509183)
P (-1.289794, 3.042991, 0.510636)
H (2.664301, 1.657784, 0.285448)
H (-0.950374, -0.431010, 0.502035)
H (0.199197, -0.201980, -2.325032)
H (-1.151465, -0.025037, -3.441550)
H (0.197336, 1.097352, -3.524940)
H (1.141437, -3.271845, 0.875457)
H (-0.582045, -2.947161, 1.126958)
H (0.325013, -3.878748, 2.311616)
H (-0.442102, -2.207930, 4.132454)
H (-1.293396, -1.242963, 2.926828)
H (-0.056962, -0.500329, 3.950606)
H (1.339231, 3.584042, -0.714599)
H (0.300024, 3.827142, -2.105831)
H (1.463077, 2.508659, -2.126003)
H (-1.897268, 0.844493, -1.295477)
H (-1.722330, 2.177848, -2.428032)
H (1.705626, -1.911590, 2.892541)

Atoms 1-3, force components in eV/Å:
C -0.2 -0.1 0.0
C 0.2 0.0 0.0
C -0.1 0.1 0.1

## Properties
* spin multiplicity: 1
* charge: +1
* Kohn-Sham gap: 8.74 eV
* highest occupied orbital energy: -13.50 eV
* ΔE to the lowest compared entry with this formula, charge and spin: 0.0 kcal/mol
* E_LUMO: -0.1749 Eh

The following maximum force values (in hartree/bohr) correspond, in order, to the records above: 0.0762 0.1113 0.1008 0.0618.